No. 1
66
Properties=species:S:1:pos:R:3:lowdin_charge:R:1 method="wB97M-V/def2-TZVPD" molar_mass_g_mol=652.18 lumo_ha=-0.2862 homo_lumo_gap_ev=3.139 relative_energy_ev=10.123 total_energy_ha=-2010.02434 charge=+1
Pb -0.11 -0.11 0.24 1.551
Cl -2.63 -2.72 -3.76 0.532
O -4.00 -2.36 -3.57 -0.323
O -1.84 -1.60 -3.46 -0.329
O -2.17 -3.77 -2.95 -0.308
O -2.48 -3.14 -5.04 -0.265
C -1.75 -4.67 5.72 -0.104
C -0.41 -4.81 6.45 -0.265
C 0.73 -4.83 5.47 -0.204
C 0.67 -3.79 4.46 -0.212
N 0.61 -2.95 3.62 0.112
H -1.75 -5.13 4.73 0.075
H -1.85 -3.59 5.61 0.073
H -2.59 -5.12 6.26 0.077
H -0.49 -5.72 7.04 0.111
H -0.29 -4.01 7.19 0.111
H 0.65 -5.81 5.00 0.130
H 1.73 -4.87 5.92 0.126
C -2.51 5.26 -4.54 -0.117
C -2.97 6.12 -3.34 -0.194
C -3.99 5.32 -2.31 -0.143
C -3.34 4.17 -1.71 -0.256
N -2.81 3.28 -1.21 0.116
H -1.45 4.99 -4.57 0.064
H -2.45 5.76 -5.51 0.069
H -3.03 4.31 -4.65 0.073
H -3.59 6.98 -3.62 0.090
H -2.10 6.67 -2.98 0.096
H -4.89 5.08 -2.87 0.118
H -4.36 5.88 -1.46 0.110
C -5.80 -6.71 2.21 -0.103
C -5.66 -6.02 0.85 -0.277
C -5.76 -4.55 0.77 -0.201
C -4.55 -3.71 1.09 -0.171
N -3.58 -3.11 1.43 0.087
H -5.03 -6.50 2.96 0.069
H -5.64 -7.76 1.98 0.069
H -6.82 -6.72 2.57 0.075
H -6.49 -6.46 0.29 0.116
H -4.73 -6.37 0.40 0.119
H -6.58 -4.10 1.34 0.123
H -6.02 -4.36 -0.27 0.121
C 7.29 0.94 -1.80 -0.114
C 7.55 -0.56 -1.73 -0.253
C 6.42 -1.50 -2.23 -0.159
C 4.99 -1.09 -1.87 -0.184
N 3.94 -0.69 -1.50 0.094
H 8.08 1.67 -1.60 0.074
H 6.50 1.18 -1.08 0.062
H 6.95 1.21 -2.80 0.077
H 7.80 -0.90 -0.73 0.103
H 8.50 -0.72 -2.25 0.108
H 6.61 -2.54 -1.99 0.113
H 6.45 -1.49 -3.32 0.112
C 4.00 7.64 0.55 -0.130
C 3.20 6.44 0.31 -0.254
C 3.48 5.68 -1.06 -0.170
C 2.54 4.62 -1.34 -0.256
N 1.71 3.83 -1.43 0.122
H 3.99 8.30 -0.32 0.084
H 5.04 7.38 0.75 0.081
H 3.74 8.25 1.42 0.084
H 2.14 6.66 0.19 0.109
H 3.32 5.74 1.13 0.113
H 4.47 5.22 -1.08 0.119
H 3.40 6.26 -1.98 0.124


No. 2
17
Properties=species:S:1:pos:R:3:lowdin_charge:R:1 method="wB97M-V/def2-TZVPD" molar_mass_g_mol=606.37 lumo_ha=-0.4647 homo_lumo_gap_ev=8.974 total_energy_ha=-1943.03171 charge=+3
Sr 0.96 1.01 -0.53 1.871
Sr -1.85 0.21 -1.98 1.953
Sr -0.67 -2.47 -1.02 1.929
Sr -1.96 -0.65 1.05 1.966
F -0.64 -0.48 -0.46 -1.296
F -2.34 -1.66 -1.26 -0.909
F -0.92 -2.30 0.82 -0.852
Cl 2.53 -1.04 -0.48 0.764
O 2.98 -2.39 -0.51 -0.133
O 1.17 -0.83 -1.17 -0.813
O 2.09 -0.79 0.83 -0.312
O 3.30 0.16 -0.85 -0.285
Cl -1.03 2.36 1.11 0.712
O -0.76 3.23 0.03 -0.233
O -1.00 0.91 0.70 -0.975
O 0.26 2.31 1.85 -0.275
O -2.11 2.42 1.84 -0.112


No. 3
100
Properties=species:S:1:pos:R:3:lowdin_charge:R:1 method="wB97M-V/def2-TZVPD" molar_mass_g_mol=1083.12 multiplicity=2 lumo_ha="-0.2119 / -0.2752" homo_lumo_gap_ev="6.406 / 4.683" total_energy_ha=-6869.00942 charge=+2
Cu 0.11 0.59 0.83 0.400
I 0.72 -0.18 -2.26 1.060
C -0.79 -1.55 -2.86 -1.085
I -2.15 -2.03 -1.30 0.869
H -0.31 -2.46 -3.18 -0.033
H -1.35 -1.09 -3.66 -0.035
C 2.82 -0.43 2.86 0.028
C 1.57 -1.23 2.77 -0.339
N 0.54 -1.02 1.96 0.019
C -0.37 -2.05 2.18 -0.135
C 0.12 -2.88 3.13 -0.041
N 1.34 -2.35 3.48 0.128
H 3.03 0.03 1.90 0.075
H 3.66 -1.06 3.15 0.099
H 2.72 0.37 3.61 0.093
H -1.29 -2.13 1.62 0.041
H -0.27 -3.78 3.56 0.130
H 1.97 -2.73 4.18 0.175
C 1.90 5.91 -0.12 -0.017
O 2.52 4.61 -0.15 -0.073
C 2.40 3.88 -1.27 -0.215
C 1.59 4.21 -2.34 -0.041
C 1.55 3.41 -3.48 -0.074
C 2.32 2.26 -3.56 -0.159
C 3.14 1.93 -2.50 -0.111
C 3.20 2.72 -1.36 -0.157
N 4.23 2.44 -0.42 0.165
C 4.34 2.70 0.86 0.035
C 3.35 2.93 1.84 -0.152
C 3.78 3.56 3.03 -0.011
C 2.95 3.76 4.09 -0.059
C 1.63 3.27 4.01 -0.033
C 1.20 2.61 2.88 -0.034
C 2.02 2.43 1.74 -0.344
O 1.63 1.75 0.68 -0.178
H 2.15 6.33 0.85 0.107
H 0.82 5.83 -0.21 0.068
H 2.30 6.54 -0.91 0.111
H 1.01 5.12 -2.31 0.109
H 0.93 3.71 -4.31 0.114
H 2.29 1.63 -4.44 0.109
H 3.78 1.05 -2.56 0.121
H 5.08 2.12 -0.86 0.173
H 5.37 2.69 1.22 0.158
H 4.80 3.93 3.07 0.129
H 3.29 4.25 4.99 0.118
H 0.96 3.39 4.85 0.123
H 0.20 2.20 2.84 0.082
C -1.94 3.38 1.34 -0.351
C -3.30 4.11 1.37 -0.414
As -3.77 5.27 -0.16 1.293
C -5.39 6.04 0.60 -0.431
C -6.10 5.48 1.65 -0.115
C -7.27 6.08 2.11 -0.078
C -7.74 7.24 1.50 -0.075
C -7.04 7.80 0.44 -0.071
C -5.87 7.20 -0.01 -0.125
C -2.53 6.71 0.28 -0.412
C -2.58 7.37 1.51 -0.101
C -1.71 8.41 1.79 -0.066
C -0.77 8.81 0.85 -0.076
C -0.71 8.16 -0.38 -0.103
C -1.59 7.12 -0.67 -0.147
P -1.76 1.87 0.28 1.048
C -3.25 0.94 0.71 -0.402
C -4.46 1.02 0.03 -0.096
C -5.54 0.26 0.46 -0.045
C -5.42 -0.58 1.56 -0.048
C -4.23 -0.62 2.28 -0.059
C -3.15 0.14 1.85 -0.133
C -1.80 2.37 -1.44 -0.389
C -2.51 1.67 -2.42 -0.133
C -2.47 2.09 -3.74 -0.047
C -1.71 3.19 -4.10 -0.033
C -0.95 3.85 -3.14 -0.122
C -0.98 3.44 -1.82 -0.116
H -1.77 3.00 2.35 0.071
H -1.12 4.06 1.13 0.075
H -3.27 4.75 2.25 0.070
H -4.10 3.40 1.51 0.045
H -5.75 4.58 2.14 0.084
H -7.81 5.65 2.94 0.108
H -8.66 7.70 1.85 0.110
H -7.40 8.70 -0.03 0.110
H -5.33 7.63 -0.84 0.101
H -3.33 7.08 2.24 0.104
H -1.76 8.91 2.75 0.111
H -0.10 9.63 1.06 0.110
H 0.00 8.49 -1.13 0.108
H -1.56 6.63 -1.64 0.084
H -4.58 1.69 -0.81 0.107
H -6.48 0.32 -0.07 0.120
H -6.26 -1.18 1.87 0.119
H -4.15 -1.24 3.16 0.117
H -2.22 0.11 2.42 0.086
H -3.09 0.80 -2.15 0.061
H -3.04 1.56 -4.49 0.120
H -1.68 3.52 -5.13 0.124
H -0.35 4.70 -3.42 0.096
H -0.36 3.94 -1.08 0.094


No. 4
60
Properties=species:S:1:pos:R:3:lowdin_charge:R:1 method="wB97M-V/def2-TZVPD" molar_mass_g_mol=807.43 multiplicity=2 lumo_ha="0.1559 / 0.1560" homo_lumo_gap_ev="8.840 / 8.850" relative_energy_ev=0.000 total_energy_ha=-5330.86561 charge=-2
O -1.02 -0.63 -0.26 -0.238
V 0.12 0.17 0.46 1.006
C 3.34 -1.89 -2.11 -0.646
F 4.10 -2.95 -2.42 0.110
F 4.06 -0.78 -2.21 0.146
F 2.36 -1.86 -3.05 0.096
S 2.55 -2.07 -0.42 0.534
O 1.83 -3.33 -0.52 -0.301
O 3.63 -2.05 0.54 -0.265
O 1.64 -0.91 -0.42 -0.371
C 1.13 2.20 -3.29 -0.645
F 1.08 0.89 -3.46 0.137
F 2.14 2.69 -4.02 0.116
F 0.01 2.76 -3.77 0.112
S 1.34 2.64 -1.47 0.534
O 0.99 4.04 -1.38 -0.305
O 0.33 1.78 -0.83 -0.371
O 2.70 2.28 -1.16 -0.263
C 2.37 3.52 2.52 -0.653
F 3.48 4.18 2.88 0.118
F 1.43 3.82 3.42 0.106
F 2.01 3.93 1.32 0.137
S 2.64 1.65 2.55 0.537
O 1.47 1.17 1.78 -0.397
O 3.91 1.39 1.92 -0.273
O 2.61 1.31 3.95 -0.287
C -0.46 -3.43 3.63 -0.656
F -1.79 -3.33 3.50 0.108
F -0.17 -3.87 4.86 0.111
F -0.03 -4.34 2.76 0.137
S 0.40 -1.76 3.38 0.536
O -0.22 -0.89 4.35 -0.306
O 1.80 -2.08 3.58 -0.272
O 0.04 -1.46 1.98 -0.363
C -3.38 1.61 2.78 -0.158
C -2.43 2.78 2.95 -0.145
C -1.11 2.29 2.36 -0.160
O -1.39 0.98 1.82 -0.232
C -2.47 0.41 2.58 -0.163
H -4.01 1.69 1.90 0.112
H -3.99 1.44 3.68 0.112
H -2.31 3.16 3.96 0.111
H -2.84 3.62 2.39 0.106
H -0.36 2.24 3.16 0.111
H -0.64 2.90 1.59 0.122
H -2.06 -0.05 3.48 0.105
H -2.99 -0.39 2.05 0.133
C -1.52 -2.93 -4.45 -0.196
C -2.48 -1.83 -4.83 -0.174
C -1.71 -0.63 -4.20 -0.227
O -1.23 -1.12 -2.97 -0.160
C -1.08 -2.57 -3.03 -0.144
H -0.64 -2.94 -5.10 0.111
H -1.94 -3.93 -4.51 0.104
H -3.44 -1.88 -4.32 0.107
H -2.69 -1.78 -5.90 0.100
H -2.42 0.20 -4.09 0.117
H -0.88 -0.34 -4.85 0.111
H -1.78 -3.02 -2.33 0.119
H -0.04 -2.75 -2.74 0.108


No. 5
77
Properties=species:S:1:pos:R:3:lowdin_charge:R:1 method="wB97M-V/def2-TZVPD" molar_mass_g_mol=671.70 multiplicity=5 lumo_ha="-0.3335 / -0.5014" homo_lumo_gap_ev="6.551 / 3.965" total_energy_ha=-1865.88809 charge=+3
C 0.97 -1.20 -2.43 -0.245
N 0.70 -1.47 -1.14 -0.036
C 0.36 -2.73 -0.80 -0.203
C 0.55 -3.80 -1.69 0.096
C 1.10 -3.54 -2.95 0.053
C 1.30 -2.22 -3.32 0.089
Pt 0.41 0.10 0.21 1.265
C -0.49 1.45 1.06 -0.370
O -1.08 2.35 1.51 0.157
C -0.29 -2.86 0.52 -0.107
N 0.22 -1.77 1.42 -0.221
C 1.47 -2.28 2.11 -0.198
C 2.60 -2.74 1.22 -0.051
C 1.09 0.27 -2.65 -0.218
P 0.01 1.47 -1.78 1.099
C -1.47 1.60 -2.98 -0.634
C -1.17 2.44 -4.22 -0.068
C 1.09 3.06 -1.88 -0.628
C 0.20 4.26 -1.50 -0.065
C 2.26 3.03 -0.87 -0.094
C 1.73 3.28 -3.26 -0.060
C -1.87 0.21 -3.48 -0.063
C -2.59 2.26 -2.16 -0.059
C -0.79 -1.51 2.53 -0.216
C -1.52 -2.75 3.02 -0.046
H 0.29 -4.80 -1.34 0.157
H 1.35 -4.36 -3.61 0.146
H 1.71 -1.95 -4.29 0.153
H 1.45 0.56 -3.64 0.118
H 2.82 3.97 -0.98 0.113
H 1.92 2.96 0.17 0.070
H 2.96 2.21 -1.08 0.076
H 2.37 4.18 -3.18 0.116
H 2.38 2.44 -3.55 0.087
H 1.02 3.48 -4.05 0.069
H 0.83 5.16 -1.43 0.115
H -0.57 4.48 -2.25 0.077
H -0.29 4.12 -0.52 0.083
H -2.06 2.40 -4.86 0.119
H -0.98 3.50 -4.00 0.079
H -0.34 2.01 -4.81 0.093
H -1.10 -0.23 -4.12 0.090
H -2.05 -0.46 -2.62 0.051
H -2.82 0.30 -4.05 0.122
H -2.32 3.27 -1.82 0.082
H -3.49 2.35 -2.80 0.118
H -2.86 1.65 -1.29 0.059
H -1.37 -2.76 0.40 0.124
H -0.07 -3.84 0.97 0.157
H 1.80 -1.49 2.79 0.109
H 1.14 -3.13 2.74 0.136
H -1.51 -0.76 2.16 0.083
H -0.23 -1.02 3.34 0.124
H -0.87 -3.63 3.12 0.089
H -1.94 -2.54 4.00 0.108
H -2.36 -3.00 2.36 0.087
H 3.46 -2.96 1.87 0.110
H 2.36 -3.66 0.67 0.089
H 2.92 -1.96 0.53 0.058
C -2.92 -0.64 -0.18 -0.142
H -3.02 -1.64 0.28 0.095
H -3.84 -0.41 -0.76 0.128
H -2.89 0.09 0.65 0.093
O -1.75 -0.58 -0.92 -0.254
H 1.82 0.47 -1.78 0.093
O 2.47 0.10 0.57 -0.274
N 3.01 0.69 1.67 -0.135
C 2.28 1.08 2.75 -0.025
C 2.92 1.62 3.85 0.014
C 4.31 1.73 3.88 0.022
C 5.04 1.28 2.77 0.024
C 4.38 0.77 1.67 0.041
H 1.20 0.97 2.72 0.094
H 2.30 1.95 4.69 0.140
H 4.81 2.15 4.75 0.143
H 6.12 1.32 2.75 0.140
H 4.88 0.42 0.77 0.158


No. 6
4
Properties=species:S:1:pos:R:3:lowdin_charge:R:1 method="wB97M-V/def2-TZVPD" molar_mass_g_mol=159.44 multiplicity=3 lumo_ha="-0.0234 / -0.1488" homo_lumo_gap_ev="6.874 / 6.676" relative_energy_ev=0.860 total_energy_ha=-3470.33851
C 0.19 0.09 0.05 -1.646
S 0.57 0.69 -1.31 0.756
Cl -1.23 -1.45 0.36 0.229
Br 0.52 0.68 1.74 0.661


No. 7
15
Properties=species:S:1:pos:R:3:lowdin_charge:R:1 method="wB97M-V/def2-TZVPD" molar_mass_g_mol=154.13 lumo_ha=0.2160 homo_lumo_gap_ev=5.573 relative_energy_ev=0.245 total_energy_ha=-1083.83139 charge=-2
C -0.80 1.70 -1.15 -0.147
C 0.74 1.79 -0.86 -0.319
C 1.53 0.70 -0.93 -0.881
O -0.87 -3.64 1.38 -0.477
O 0.21 -1.56 2.25 -0.262
O -2.25 -1.43 1.88 -0.451
P -1.05 -2.14 1.35 0.192
S 3.20 0.72 -0.72 0.151
H -1.25 2.65 -1.31 0.012
H -1.12 1.02 -0.29 0.074
H -1.12 1.22 -2.06 0.034
H -0.54 -1.55 0.17 0.009
H 1.17 2.69 -0.38 0.060
H 1.15 -0.21 -1.28 -0.002
H 1.01 -1.95 1.94 0.008


No. 8
29
Properties=species:S:1:pos:R:3:lowdin_charge:R:1 method="wB97M-V/def2-TZVPD" molar_mass_g_mol=465.56 lumo_ha=-0.2673 homo_lumo_gap_ev=2.975 relative_energy_ev=0.000 total_energy_ha=-1557.34133
Tl 2.38 3.10 -0.01 1.139
S 2.79 -0.32 -0.50 0.284
O 2.06 -1.05 -1.56 -0.143
O 1.83 0.25 0.51 -0.380
O 3.66 -1.30 0.16 -0.179
O 3.54 0.84 -1.02 -0.385
O -1.00 0.38 -0.26 0.097
C -1.25 1.67 -0.35 -0.755
O -0.36 2.52 0.04 -0.107
O -2.34 2.00 -0.76 0.165
H -0.02 0.24 0.01 0.115
C 0.58 -2.95 0.87 -0.092
O 1.76 -3.54 0.47 0.010
H 0.03 -3.64 1.49 0.095
H 0.76 -1.98 1.39 0.093
H 0.01 -2.62 -0.05 0.116
H 2.35 -2.84 0.13 0.045
O -4.19 -0.36 -0.41 -0.071
H -3.74 0.49 -0.65 0.017
H -4.37 -0.79 -1.25 0.028
O 1.25 -0.16 3.42 -0.064
H 2.11 -0.59 3.50 0.045
H 1.12 -0.05 2.46 -0.013
O -1.73 5.19 -0.57 -0.070
H -0.88 5.59 -0.78 0.022
H -1.52 4.30 -0.21 0.004
O -1.31 -1.61 -2.25 -0.064
H -1.30 -0.82 -1.64 0.014
H -2.21 -1.96 -2.20 0.034